32
Properties=species:S:1:pos:R:3:forces:R:3 method="wB97M-V/def2-TZVPD" charge=-1 multiplicity=1 e_homo_ev=-6.134
O 0.35851 1.84492 2.93069 -1.43 1.12 3.48
C 0.88758 1.60941 1.93925 2.04 -1.31 -3.77
O 0.90204 2.41603 0.83239 -0.86 0.53 -0.17
C 1.01606 1.63528 -0.38008 0.59 -0.03 1.36
C 1.43888 0.28947 0.24098 2.70 -1.50 -1.72
C 0.82085 -1.04279 -0.23929 -0.50 0.79 -0.27
C -0.67296 -1.00631 -0.63349 -0.66 -0.90 0.17
C -1.65979 -1.06079 0.57204 2.29 0.31 -0.55
F -2.32223 -2.22411 0.64920 -0.73 -0.06 -0.26
F -0.88648 -1.03262 1.69062 -0.25 0.30 0.44
C -2.58273 0.18193 0.71428 -0.54 -0.84 1.16
F -1.95692 1.30481 0.46478 0.86 0.50 -0.66
F -2.94250 0.26300 1.99420 -0.59 -0.36 0.46
S -4.17978 0.14987 -0.27848 -0.74 1.85 -0.95
F -4.79601 -0.99016 0.62012 0.41 -0.11 -0.07
F -4.78380 1.28952 0.67586 0.06 -0.54 0.08
F -3.64126 1.34607 -1.21877 -0.19 -0.46 -0.04
F -3.60879 -0.86822 -1.36064 -0.05 -0.36 0.51
F -5.54958 0.18023 -1.08388 0.26 -0.09 -0.01
O 1.60006 0.47332 1.64971 -1.90 0.64 -0.02
H 0.08794 1.69215 -0.95963 0.11 -0.14 0.31
H 1.85604 2.01808 -0.97029 -0.35 0.08 0.08
H 2.47525 0.17448 -0.10082 -0.13 -0.10 0.10
H 1.37083 -1.29488 -1.16023 -0.16 0.16 0.24
H 1.06333 -1.85202 0.45852 -0.20 0.30 -0.02
H -0.87054 -1.92434 -1.20943 -0.12 0.37 0.06
H -0.93592 -0.15685 -1.27462 0.25 -0.19 0.09
O 6.13260 0.40504 -0.19886 -0.07 0.00 -0.03
Cl 5.50851 -0.68435 -0.91067 0.24 -0.08 0.09
O 6.35423 -1.10323 -2.00255 -0.07 0.02 0.00
O 4.22952 -0.23985 -1.43999 -0.22 0.07 -0.07
O 5.28708 -1.79308 -0.01088 -0.07 0.03 -0.03

***

21
Properties=species:S:1:pos:R:3:forces:R:3 method="wB97M-V/def2-TZVPD" relative_energy_kj_mol=0.00 multiplicity=1 e_homo_ev="-8.586 / -8.586"
C -0.08936 -2.44591 -1.71738 -0.34 -0.81 0.49
C 0.57611 -1.44365 -2.16335 0.41 1.02 -0.71
C -0.35236 -4.15211 -0.03180 0.88 0.56 0.53
C 0.12850 1.33588 -0.75413 -1.56 0.51 0.62
C 0.35097 2.30426 1.52874 -0.64 1.09 2.73
C -1.04898 -0.00530 0.77254 -0.12 -0.80 -1.55
C 1.00966 2.02133 0.26831 3.11 -0.15 -1.35
N -0.57823 -3.44439 -1.18274 -1.01 0.77 -0.13
N -0.44456 0.04255 -0.34622 -0.84 0.72 1.29
O 1.03444 -0.57337 -2.81804 0.05 -0.64 0.32
O -0.68383 -3.94653 1.09909 -0.98 1.02 0.25
O -2.28614 2.28809 0.98421 0.00 0.23 -0.43
S -1.29431 1.50734 1.75525 -0.02 -0.16 1.47
Cl 2.42846 0.85266 0.64472 -0.44 0.08 -0.22
H 0.22200 -4.99844 -0.22368 1.07 -2.05 -0.82
H -0.67322 1.98585 -1.18202 0.23 -0.24 0.96
H 0.61838 1.05320 -1.59744 2.23 -0.15 -2.25
H 0.97413 2.28934 2.48028 -0.59 -1.02 -1.24
H 0.11290 3.36463 1.61147 -0.72 0.20 -0.53
H -1.66381 -0.93370 0.97236 0.92 1.06 0.43
H 1.65925 2.89830 -0.10018 -1.65 -1.21 0.16

***

20
Properties=species:S:1:pos:R:3:forces:R:3 method="wB97M-V/def2-TZVPD" relative_energy_kj_mol=274.65 multiplicity=1 e_homo_ev="-6.400 / -6.376"
C 1.65126 -0.74975 0.70182 0.87 -2.79 -0.09
C 1.86841 -2.14808 0.55233 0.59 1.22 0.52
C -0.08771 -2.38430 -0.84126 0.12 1.24 0.69
C 0.59437 -0.17610 0.11083 -2.32 -1.53 -1.11
C -0.31647 -1.00096 -0.62155 -0.53 -1.31 -1.18
C 1.02922 -2.93218 -0.19999 0.23 0.62 0.12
C -0.66326 3.28142 -0.86929 -0.41 1.91 -0.31
N -1.70543 2.33065 2.93654 -0.86 -2.87 0.69
O -2.10298 1.34728 3.49418 1.29 2.93 -2.05
O -1.43021 -0.32640 -1.12777 0.61 -0.10 -0.02
O 0.37256 1.12287 0.24444 -0.86 1.86 -0.37
P -1.17416 1.79006 0.09410 -0.08 1.10 1.67
Cl 1.51603 -4.58366 -0.28419 -0.46 -0.56 -0.43
H 2.30937 -0.15689 1.26834 0.75 0.59 0.64
H 2.73769 -2.62389 1.02060 -0.41 0.35 -0.15
H -0.75197 -3.00610 -1.43614 0.03 0.27 0.12
H -1.14078 4.27204 -0.43867 0.80 -2.03 -0.72
H -1.06729 3.18633 -1.94169 0.61 0.04 1.48
H 0.44523 3.44260 -0.90703 -0.96 -0.26 0.05
H -2.08388 -0.68494 -1.75562 0.98 -0.69 0.43

***

22
Properties=species:S:1:pos:R:3:forces:R:3 method="wB97M-V/def2-TZVPD" relative_energy_kj_mol=47.65 charge=+2 multiplicity=4 s2=3.818 e_homo_ev="-17.585 / -17.770"
O 0.97498 0.85232 -5.03837 -0.44 -1.47 1.56
C 0.72664 0.10437 -4.22043 0.58 1.41 -1.92
Cr -0.72194 -1.35709 -1.29712 2.03 2.53 -0.07
O -1.01469 1.52973 -2.31927 0.79 -4.50 2.37
C -0.83889 0.49171 -1.82362 -1.41 6.91 -4.01
C -1.92436 -1.03704 0.11964 -6.01 2.25 6.95
O -2.59497 -0.68459 1.00362 3.16 -1.89 -4.26
C 0.60693 -2.12705 -0.23442 5.87 -3.96 5.08
O 1.40425 -2.54635 0.51921 -4.05 2.32 -4.13
C -1.33288 -2.76832 -2.33560 -2.72 -7.93 -4.55
O -1.67848 -3.74278 -2.88408 1.78 5.32 2.78
H 0.68397 -1.08165 -1.93980 0.30 -0.04 0.03
C 0.38415 -0.05450 2.57073 0.05 0.63 -0.10
S 0.95785 0.92128 1.16581 1.15 -0.01 1.29
C 0.93614 2.56027 1.90488 -0.24 0.21 -0.28
O -0.22709 0.97287 0.20081 -1.06 -1.17 -0.92
H -0.62279 0.27713 2.84006 0.18 0.00 0.08
H 1.10330 0.16196 3.36940 -0.21 -0.27 -0.02
H 0.39349 -1.11099 2.31362 0.10 0.05 0.13
H 1.63361 2.60022 2.75115 -0.09 -0.13 -0.29
H 1.24029 3.25513 1.11112 0.00 -0.17 0.29
H -0.08951 2.78338 2.22266 0.22 -0.09 -0.02

***

23
Properties=species:S:1:pos:R:3:forces:R:3 method="wB97M-V/def2-TZVPD" relative_energy_kj_mol=180.54 multiplicity=1 e_homo_ev=-5.587
O -2.37137 0.40599 7.15794 -0.33 -1.11 -0.72
O -3.80916 2.00254 7.15712 0.75 1.99 -0.23
O -2.34108 1.72498 5.21044 -3.30 -0.69 7.83
C -3.15928 0.26087 8.28238 0.45 0.54 0.48
C -3.87404 1.38078 8.39021 -0.04 -0.75 0.41
C -2.81240 1.45545 6.47342 2.61 0.26 -7.33
H -3.10264 -0.67020 8.83248 0.46 0.49 0.14
H -4.17395 1.96282 9.25333 -0.84 -0.43 -0.41
O 3.50908 -4.32003 6.48267 -0.90 0.05 -0.07
C 2.87855 -3.26812 6.68399 2.49 -0.42 0.75
O 2.89352 -2.52285 7.67796 -0.83 0.30 0.09
O 2.23521 -2.79004 5.54165 -0.98 0.44 -1.22
O 0.60686 0.15362 4.29285 -0.92 0.20 0.40
C -0.32526 0.60792 3.51135 0.68 1.69 0.34
O -0.40913 -0.11648 2.42725 -0.34 -1.49 -1.10
C 1.08538 -1.20980 4.23728 0.60 -0.61 -0.37
C 1.74383 -1.47368 5.57677 0.10 -0.21 0.46
H -1.14351 0.19341 1.88257 0.21 0.10 0.28
H 1.77731 -1.28472 3.39073 -0.01 -0.16 0.27
H 0.26489 -1.91918 4.07341 0.07 0.33 0.00
H 0.99616 -1.35052 6.37655 0.18 0.06 -0.13
H 2.55231 -0.75331 5.77041 -0.16 -0.08 -0.05
Cs -1.54372 5.53394 3.31703 0.06 -0.50 0.15

***

17
Properties=species:S:1:pos:R:3:forces:R:3 method="wB97M-V/def2-TZVPD" relative_energy_kj_mol=0.00 smiles=NCc1cc(F)cc(F)c1 multiplicity=1 e_homo_ev=-9.093
C -1.78745 -0.54037 -0.30398 0.62 -0.34 0.15
C -0.30694 -0.09470 -0.30124 0.28 0.19 1.16
C 0.18270 1.23336 -0.10384 -0.53 -0.15 1.11
C 1.65231 1.37960 -0.05174 -2.25 -1.30 0.08
C 2.52576 0.27555 0.03573 0.49 1.98 -0.46
C 1.86699 -0.95062 0.03397 3.25 -0.07 -0.38
C 0.59148 -1.19200 -0.21794 -1.79 2.19 -0.20
H -3.63479 0.37420 0.10107 1.04 -0.28 0.07
H -2.45949 0.42374 1.36550 -0.65 0.04 -2.74
H -1.98658 -1.41729 0.29012 1.22 -1.20 -0.05
H -2.14327 -0.80637 -1.28071 0.06 0.18 -0.84
H -0.60331 2.10641 0.29483 2.46 -2.31 -1.78
H 3.69367 0.33772 -0.00905 -2.60 -0.02 0.31
H 0.24060 -2.16841 -0.21626 -0.60 -1.64 -0.14
N -2.62129 0.40692 0.28573 -1.63 2.96 3.35
F 2.08280 2.63507 -0.08051 0.60 0.24 0.19
F 2.70680 -2.00280 0.15832 0.04 -0.47 0.14

***

> Which value of multiplicity does entry 3 give?

1

***

> Which value of multiplicity does entry 2 give?

1

***

> Look up the multiplicity of the second one.

1

***

> Among the records above, which one has the highest multiplicity?

C7H7CrO6S